The following is a DFT calculation (ωB97M-V with the def2-TZVPD basis set) of 7 unconnected molecules or ions with the total composition C35H70BO17P2S7 at a distorted geometry.

Cartesian coordinates (Å):
1 S 2.44849 -6.74139 0.05690
2 S -4.18809 0.12381 6.35581
3 S -0.58075 0.51091 -4.26342
4 S 2.58366 -3.24798 -6.22170
5 S -1.68993 -4.04583 -1.55090
6 S -1.69782 6.13440 -1.61654
7 S 2.57006 2.17155 6.59187
8 P -1.91823 0.64314 3.39803
9 P -3.04091 -0.68697 4.94909
10 O -3.06749 -3.85073 -1.93580
11 O 1.68350 -6.39654 -1.11665
12 O 3.48576 -7.74118 -0.01587
13 O -3.90845 3.39445 4.89904
14 O -2.61205 6.57244 -2.64368
15 O -1.72760 0.72366 -3.42966
16 O -3.35740 1.38342 2.92581
17 O 3.52493 1.09901 6.73823
18 O 0.36602 -0.53863 -3.97294
19 O 3.01127 -3.18024 -4.85122
20 O 1.19884 -3.09015 -6.58931
21 O -0.97015 1.47150 2.25670
22 O -2.30384 4.18708 3.35617
23 O -0.75518 5.07838 -1.88921
24 O -1.29377 -3.97493 -0.16354
25 O -0.47800 -0.18383 3.96829
26 O 2.58359 3.01265 5.41761
27 C 2.62889 3.22753 8.04580
28 C 4.45390 -2.99535 -8.10984
29 C -2.58393 5.76313 -0.10247
30 C -0.77834 7.54416 -0.97113
31 C 1.93494 -6.44190 2.60980
32 C 0.24646 -3.87745 -3.37231
33 C -0.63410 0.81579 -0.33664
34 C 1.36483 1.98730 2.49879
35 C -1.67028 2.06791 4.60783
36 C 1.33366 -7.14636 1.39811
37 C 0.55991 0.58195 0.54339
38 C 3.19863 -4.75524 -6.97063
39 C -1.08684 0.35566 -5.98871
40 C -1.25699 7.73649 0.47210
41 C -4.78332 2.51194 1.38872
42 C -2.25562 -1.68455 1.41777
43 C 2.35644 -5.04996 2.11757
44 C 3.57145 -2.11572 -7.21536
45 C -1.09082 -5.57815 -2.24425
46 C 0.89890 1.57182 6.86648
47 C -0.64351 -2.95866 -2.52754
48 C -1.02582 2.00431 -0.74697
49 C 3.70184 -4.31426 -8.34100
50 C 1.16470 3.52211 8.35313
51 C 0.51009 -0.25080 2.98603
52 C -0.52424 -5.18671 -3.60387
53 C 0.41661 2.19397 8.17918
54 C -0.57486 1.61768 -6.69458
55 C -3.89115 1.29971 1.61762
56 C 3.11158 -5.24177 0.79606
57 C 0.31997 0.96549 2.03900
58 C 0.30698 2.05395 -4.45706
59 C -1.71710 6.36825 0.99704
60 C 0.67328 2.09359 -5.93630
61 C -2.15341 -0.76151 2.19877
62 B -2.68497 3.22277 4.30467
63 H -2.09845 8.43252 0.48943
64 H 1.21772 -6.38053 3.42637
65 H 2.87866 -1.50779 -7.79359
66 H -0.07466 -2.33142 -1.84607
67 H -1.65516 1.72664 5.64525
68 H 4.14240 -1.48504 -6.53939
69 H 1.47871 -0.16427 3.49397
70 H 4.00975 -5.12054 -6.34167
71 H 3.09990 2.65435 8.84407
72 H -2.25930 6.44549 1.93612
73 H 0.35740 -6.73338 1.14317
74 H 1.04031 3.93125 9.35538
75 H -0.46725 8.16147 1.09025
76 H 4.34102 -5.07254 -8.79099
77 H -0.85251 5.72292 1.16693
78 H 0.52559 -3.39604 -4.30561
79 H -1.90825 -6.29515 -2.28567
80 H 1.15924 2.05041 -3.78229
81 H 4.17732 -5.40377 0.94608
82 H -4.54642 3.79347 4.30293
83 H -2.01922 2.16443 -1.14464
84 H 0.27684 7.28268 -1.01946
85 H 0.64640 1.52732 9.01317
86 H 1.40397 1.16797 0.16413
87 H -5.76143 2.39679 1.85505
88 H 3.22146 4.10968 7.81414
89 H -1.33872 2.39651 -6.65823
90 H -0.35979 1.41746 -7.74390
91 H -0.97655 8.40257 -1.60805
92 H -4.28327 3.41463 1.74811
93 H 5.40132 -3.19977 -7.60778
94 H 2.80681 -6.99525 2.96642
95 H -1.35082 4.14244 3.24848
96 H 1.27431 -8.22848 1.48806
97 H 1.33570 2.07831 3.58417
98 H -1.19797 -0.05585 -0.64788
99 H 4.68219 -2.49112 -9.04776
100 H -1.29891 -2.33864 -3.13590
101 H -2.05922 -1.49781 5.54438
102 H 0.54076 -1.21262 2.45664
103 H -2.16930 0.26241 -6.01603
104 H 2.97730 -4.53332 2.84715
105 H 2.95506 -4.42247 0.09891
106 H 1.50641 1.41376 -6.13135
107 H -0.66282 2.33791 8.16105
108 H -0.37784 2.85667 -4.18325
109 H 0.78218 4.25575 7.64000
110 H 0.12368 -5.96829 -4.00078
111 H 0.90674 0.48579 6.89870
112 H -0.67019 2.44211 4.37755
113 H 0.97682 3.09408 -6.24202
114 H -0.62745 -0.55120 -6.37839
115 H -1.33806 -5.02509 -4.31555
116 H 0.30493 1.91284 6.02778
117 H 1.46945 -4.43727 1.94887
118 H -4.48990 0.39024 1.52173
119 H -0.30623 -5.90344 -1.56704
120 H -3.55515 6.25311 -0.16894
121 H 1.17756 2.97134 2.05713
122 H -2.71110 4.68511 -0.01658
123 H -4.93019 2.64469 0.31230
124 H 2.39186 -5.48343 -7.00371
125 H 2.85534 -4.14707 -9.01034
126 H -3.79588 -1.61798 4.21852
127 H -0.38391 2.87728 -0.69940
128 H -3.09564 1.29056 0.87466
129 H 2.36041 1.62827 2.23080
130 H 1.16682 -4.09630 -2.82909
131 H -2.46367 -2.63089 0.96991
132 H 0.84871 -0.46963 0.48122

Cartesian forces (eV/Å) of the 6 atoms listed first:
-0.138 0.248 0.250
0.120 -0.047 0.049
0.121 0.307 -0.013
0.314 0.011 -0.028
0.335 0.099 -0.458
-0.076 0.070 0.202

Output
orbital gap: 5.56 eV
total charge: -1

The following is a DFT calculation (ωB97M-V with the def2-TZVPD basis set) of a molecular structure, C35H70Cl24N3O2S at a distorted geometry.

Cartesian coordinates (Å):
1 Cl 7.85548 4.84732 -2.95293
2 Cl -2.46355 1.24890 6.75499
3 Cl -5.71944 -1.91614 3.21107
4 Cl 1.49701 1.50812 5.45546
5 Cl -1.52229 5.03589 0.51517
6 Cl -5.17312 -5.89332 -1.95150
7 Cl 7.47866 -1.51983 -3.77273
8 Cl -0.21538 -1.28889 11.63353
9 Cl 4.27980 4.70846 -1.92620
10 Cl -5.47098 -0.28232 6.29390
11 Cl -6.06553 -1.32699 -0.11976
12 Cl 0.96891 3.99312 -1.89655
13 Cl 9.54624 4.21293 -5.84438
14 Cl -0.98037 2.21510 -7.38702
15 Cl 3.60154 -0.90588 6.60067
16 Cl 1.71773 1.30940 10.16869
17 Cl -3.22108 0.18406 1.91661
18 Cl 7.83172 1.32318 -5.60460
19 Cl -1.20433 2.23545 3.71065
20 Cl 2.86034 4.29561 11.33576
21 Cl 1.12953 0.84378 -5.11739
22 Cl 0.01937 -2.48501 8.46718
23 Cl -7.27708 -6.04726 0.70662
24 Cl -2.65207 5.57157 -2.62701
25 S -1.72000 2.49210 -3.65610
26 O 1.41609 -1.83481 -5.98785
27 O 3.61630 -1.38804 -6.05406
28 N -2.49041 -2.50010 -3.31231
29 N -1.19691 -1.70099 -4.96713
30 N -1.28901 -0.46120 -2.94376
31 C -1.56500 6.60020 -0.35163
32 C 1.17494 -3.14329 -6.53177
33 C -1.77487 -3.70713 -3.89741
34 C 2.63947 -1.72964 -3.88628
35 C 1.28137 2.09524 11.70759
36 C -6.20229 -7.27731 -1.47905
37 C -2.54843 2.11655 -2.08241
38 C 1.94699 4.58029 -0.52225
39 C 8.01687 -0.35354 -6.18512
40 C 0.90548 -2.54858 11.05215
41 C 4.01250 -1.37840 -3.28047
42 C 0.42435 1.16947 -7.72972
43 C -1.65353 -1.46205 -3.65428
44 C 7.06521 -1.29603 -5.49469
45 C -1.69217 1.21829 -1.21563
46 C -2.76180 2.66404 2.96081
47 C -3.73948 1.51700 2.99411
48 C -2.91226 -0.39830 7.26873
49 C 1.42909 -0.23186 5.08220
50 C -3.86112 -1.04963 6.29569
51 C 0.61601 0.12004 -6.66676
52 C 3.02346 5.53390 -0.97032
53 C -7.50917 -6.82519 -0.88133
54 C -5.95775 -2.91967 0.68616
55 C -0.12762 -3.77508 -5.96097
56 C 1.35531 -2.29283 9.63943
57 C 2.65511 -1.64142 -5.39297
58 C -2.75228 6.72104 -1.27084
59 C -0.63360 -3.05227 -4.73307
60 C 1.24049 3.59629 11.58350
61 C 7.29135 3.87582 -4.33657
62 C 1.85860 -1.08026 6.25154
63 C -6.61802 -2.91759 2.04290
64 C -1.80836 -0.25302 -1.56515
65 C 8.41483 3.12363 -5.00321
66 H 0.40390 -3.50821 11.14733
67 H 1.75222 -1.28843 9.52789
68 H 7.81105 -0.34448 -7.25410
69 H 8.98396 2.53999 -4.28386
70 H -5.63665 -7.89199 -0.78399
71 H -2.56223 -2.63839 -2.30917
72 H -0.29761 -0.44015 -6.48524
73 H 3.51560 5.96605 -0.10056
74 H -8.16024 -7.68310 -0.72435
75 H -2.45109 -4.42006 -4.37222
76 H -1.23848 -0.86143 -0.85910
77 H -4.00905 -2.09411 6.56585
78 H 1.68383 -2.13119 6.03245
79 H 1.99725 1.77602 12.46059
80 H -8.02115 -6.11801 -1.52901
81 H 6.79284 4.54532 -5.03314
82 H -4.90573 -3.18613 0.75763
83 H -3.16407 3.50547 3.52299
84 H -3.33632 -0.33638 8.26765
85 H 2.37144 3.71576 -0.01834
86 H 1.76924 -2.54126 11.71462
87 H -2.56340 2.99550 1.94684
88 H -2.79075 7.72585 -1.68818
89 H 1.90583 -1.03666 -3.46933
90 H 7.11484 -2.27773 -5.96379
91 H 1.09152 -3.03352 -7.61085
92 H 0.21250 -3.05568 -4.04064
93 H -3.85091 1.11482 3.99842
94 H -1.60185 7.38638 0.40061
95 H -0.62874 6.68683 -0.89929
96 H 4.76557 -1.93156 -3.83523
97 H 6.04073 -0.93876 -5.55145
98 H -1.41762 -4.25618 -3.02144
99 H 8.00703 2.44832 -5.75415
100 H -6.64221 -3.92877 2.44297
101 H -0.87749 -3.73865 -6.75765
102 H 0.06371 -4.82570 -5.74504
103 H 6.55802 3.16881 -3.95002
104 H 4.06439 -1.71243 -2.24537
105 H 0.61021 3.90859 10.75465
106 H -3.68515 6.52927 -0.74629
107 H 0.29717 1.72092 11.98524
108 H 2.03223 -3.77819 -6.29888
109 H 0.23675 0.68763 -8.68775
110 H 1.31260 -0.81378 7.14276
111 H 4.20626 -0.30965 -3.32861
112 H -3.55974 1.73684 -2.23298
113 H 1.29989 1.80612 -7.82752
114 H -2.84539 -0.58936 -1.57796
115 H 2.41129 -2.76280 -3.60777
116 H -0.63985 1.50938 -1.25216
117 H -3.47251 -1.00852 5.27924
118 H 0.39515 -0.46164 4.82200
119 H -2.55887 2.09650 -4.63153
120 H 1.26417 5.07810 0.16461
121 H 2.13034 -3.00444 9.35938
122 H -6.45014 -3.63553 0.03653
123 H -6.39144 -7.85575 -2.38130
124 H 2.61767 6.34157 -1.57529
125 H 9.05237 -0.64688 -6.03323
126 H 1.39467 -0.57973 -6.96426
127 H 0.84532 4.02603 12.50251
128 H -2.00528 -1.92166 -5.54713
129 H -2.04785 1.32333 -0.19262
130 H 2.05308 -0.40931 4.20917
131 H -1.99234 -0.97660 7.32153
132 H -0.63011 0.18741 -3.37927
133 H -4.71680 1.84523 2.64435
134 H -7.63783 -2.54442 1.99215
135 H -2.66649 3.07234 -1.57183

Cartesian forces (eV/Å) of the 6 atoms listed first:
-0.013 0.123 0.145
-0.015 -0.042 0.068
-0.133 -0.040 0.051
0.099 -0.016 0.041
-0.076 0.071 0.020
0.039 0.046 0.011

Output
orbital gap: 7.28 eV
total charge: +1
relative energy (zero: lowest compared OMol25 entry of this formula, charge and spin): 17.48 kcal per mole

The following is a DFT calculation (ωB97M-V with the def2-TZVPD basis set) of 11 unconnected molecules or ions with the total composition C35H70N4O21 at a distorted geometry.

Cartesian coordinates (Å):
1 O 4.13825 -2.12790 13.73383
2 O 10.85522 -2.87988 -2.88982
3 O 0.74309 1.12560 8.62113
4 O 5.06827 -6.88619 9.09104
5 O 11.18040 -3.04249 0.73159
6 O 8.12085 2.64343 4.18717
7 O 6.41580 -2.12268 7.24259
8 O 3.46961 -5.42154 9.71177
9 O 7.14329 -2.30833 -3.50048
10 O 7.26152 -1.28362 -1.61053
11 O 9.52250 -4.11457 3.68002
12 O 7.32563 -2.33028 9.98605
13 O 5.76632 -1.08284 14.69189
14 O 2.35096 1.59943 10.04482
15 O 10.01766 2.05850 5.00502
16 O 6.90136 -1.18275 4.54243
17 O 9.96637 3.55672 3.30637
18 O 8.23857 -0.35862 -3.45044
19 O 2.06882 -0.50108 9.35962
20 O 5.22384 -0.52053 12.60146
21 O 4.77065 -6.50153 11.18804
22 N 9.69943 -4.94617 15.58460
23 N 4.48604 -1.09208 2.05004
24 N 5.23257 1.37631 6.82722
25 N 11.82089 -5.28451 6.31195
26 C 6.91720 -2.49656 4.98735
27 C 5.01156 -1.16622 13.60552
28 C 8.80259 -5.11072 3.03160
29 C 4.60250 -6.84598 7.74396
30 C 5.53150 -2.01028 8.33261
31 C 7.43174 -0.10918 -0.81354
32 C 1.73089 0.64011 9.34858
33 C 10.35270 -2.70113 1.81121
34 C 9.12849 -4.26465 14.85947
35 C 11.27601 -3.49133 -1.67494
36 C 3.28011 -2.37270 12.61150
37 C 9.57760 -4.49208 7.39502
38 C -0.03802 2.19453 9.17121
39 C 4.23391 -0.24875 2.78922
40 C 5.84441 -2.63358 6.07057
41 C 8.39858 -3.39139 13.91277
42 C 9.42683 2.80390 4.05930
43 C 3.91665 0.76486 3.79356
44 C 6.19691 -1.58707 9.62616
45 C 7.88410 -0.76839 3.61539
46 C 3.46807 1.12315 10.80230
47 C 4.34800 -6.20240 9.96260
48 C 11.63204 -1.76980 -3.29554
49 C 4.37255 -5.65549 12.23387
50 C 11.42601 2.22551 5.10873
51 C 7.60740 -1.22324 -2.88345
52 C 10.65178 -3.60674 3.02016
53 C 10.55601 -2.81265 -0.54292
54 C 6.95114 -3.60455 10.44911
55 C 10.83604 -4.95898 6.79905
56 C 7.28224 3.44400 3.35362
57 C 6.36573 1.18185 6.79743
58 C 6.67642 0.00455 14.78987
59 C 7.82504 0.92502 6.84756
60 C 7.89149 -2.88869 -4.54704
61 H 7.82571 -4.20371 10.69847
62 H 11.23876 -2.94717 3.66350
63 H 7.38481 -3.75354 -4.96780
64 H 3.95059 -2.66645 11.80426
65 H 0.58420 3.08856 9.23450
66 H 4.65046 -6.07457 13.19361
67 H 6.24867 -3.54716 11.28497
68 H 12.69049 -2.02232 -3.41390
69 H 11.82988 2.65547 4.19134
70 H 8.83037 -3.30711 -4.17541
71 H 4.76646 -4.65391 12.03515
72 H 7.38465 -3.21533 14.26080
73 H 5.43963 -1.53561 10.41971
74 H 3.53235 -7.02894 7.67702
75 H 4.04153 1.92519 11.25765
76 H 9.79712 -3.61578 7.99726
77 H 8.95652 -4.22624 6.53502
78 H 4.82206 -5.89044 7.27022
79 H 8.28944 1.86472 7.13599
80 H 6.71397 -3.24024 4.21049
81 H 3.29506 -5.45162 12.22019
82 H 10.89298 -4.50691 -1.80181
83 H 7.84839 -1.53908 2.83566
84 H 4.92164 -2.91761 8.47641
85 H -0.45350 1.98870 10.15416
86 H 11.14228 -1.25966 -4.11836
87 H 4.14659 0.58708 10.14244
88 H 4.77131 1.44293 3.80834
89 H 7.41130 -0.47312 0.20989
90 H 2.54587 -3.15441 12.76165
91 H 9.02049 -5.28144 7.89239
92 H 8.39786 0.36323 -1.00234
93 H 11.88677 1.24484 5.20983
94 H 8.13531 0.66684 5.84376
95 H 10.41228 -1.66520 2.15743
96 H 3.03922 1.35492 3.55130
97 H 8.12371 -2.15371 -5.31603
98 H 7.61140 4.47931 3.37999
99 H 8.54527 -3.85334 12.94128
100 H -0.79348 2.39475 8.41775
101 H 7.99370 0.12333 7.56122
102 H 12.36355 -3.58946 -1.66034
103 H 7.80718 -2.77290 5.56192
104 H 6.82058 0.20503 15.85095
105 H 11.72452 2.89323 5.91551
106 H 4.73061 -1.31653 8.03563
107 H 7.24932 3.06037 2.33351
108 H 5.13073 -7.62896 7.20830
109 H 8.03776 -5.50264 3.70375
110 H 8.89725 -2.42179 13.92331
111 H 9.41452 -5.95315 2.68686
112 H 10.50700 -1.71951 -0.62911
113 H 2.78201 -1.46742 12.27280
114 H 5.51071 -3.67606 6.12792
115 H 8.89395 -0.77561 4.03966
116 H 6.28671 3.31884 3.77305
117 H 3.89120 0.22460 4.73720
118 H 6.46435 -4.21176 9.67446
119 H 8.23827 -4.76058 2.15513
120 H 7.65091 -0.29882 14.41173
121 H 4.98113 -2.02579 5.76744
122 H 3.07115 0.47848 11.57918
123 H 6.37014 -0.50802 9.52740
124 H 9.50666 -3.11118 -0.45169
125 H 7.68990 0.19662 3.15629
126 H 6.28665 0.90838 14.33185
127 H 11.63113 -1.05381 -2.45686
128 H 6.66522 0.62664 -1.05092
129 H 9.29509 -2.85371 1.55499
130 H 11.31781 -4.45219 2.82103

Cartesian forces (eV/Å) of the 6 atoms listed first:
-1.257 -0.805 1.020
0.028 -0.110 -0.647
-1.010 -0.306 -0.024
0.111 -0.433 -0.141
0.050 -0.283 -0.459
-0.452 -0.519 0.114

Output
orbital gap: 10.03 eV
relative energy (zero: lowest compared OMol25 entry of this formula, charge and spin): 31.63 kcal per mole
SMILES string: COC(=O)OC.COC(=O)OC.COC(=O)OC.COC(=O)OC.COC(=O)OC.COCCOCCOC.COCCOCCOC.CC#N.CC#N.CC#N.CC#N

Which of these has the lowest orbital gap?
C35H70BO17P2S7

Which of these has the lowest orbital gap?
C35H70BO17P2S7